One molecule with the formula C8F6N2. Source: the Open Molecules 2025 dataset; level of theory: the ωB97M-V functional and the def2-TZVPD basis.

Values from the calculation:
**ΔE to the lowest compared entry with this formula, charge and spin**: 175.2 kJ/mol
**Structure (SMILES)**: Fc1nnc2c(F)c(F)c(F)c(F)c2c1F
**HOMO-LUMO gap**: 8.20 eV
**Electronic energy**: -27578.4278 eV
**HOMO**: -9.6 eV

Geometry as ORCA input:
```
! RIJCOSX wB97M-V def2-TZVPD def2/J DEFGRID3
* xyz 0 1
F 3.651 -1.661 -0.404
C 2.459 -1.084 -0.541
N 2.075 -0.706 -1.769
N 0.902 -0.106 -1.992
C 0.074 0.139 -0.957
C -1.117 0.799 -1.226
F -1.448 1.108 -2.495
C -2.034 1.108 -0.191
F -3.163 1.813 -0.377
C -1.760 0.612 1.101
F -2.659 0.815 2.085
C -0.567 -0.009 1.385
F -0.407 -0.318 2.686
C 0.381 -0.278 0.350
C 1.592 -0.921 0.551
F 2.021 -1.311 1.795
*
```